1.
16
Properties=species:S:1:pos:R:3 method="wB97M-V/def2-TZVPD" charge=-1 multiplicity=1 lumo_ev=4.03 max_force_ha_per_bohr=0.02618
C 0.7738 -0.6450 -0.2964
C 0.3624 -1.7172 0.7325
S -0.6943 -1.1032 2.0647
C -0.4061 -0.1699 -1.1328
N -0.1365 1.0294 -1.9618
H 1.2716 0.1681 0.2368
H 1.4973 -1.0908 -0.9838
H -0.1263 -2.5398 0.2027
H 1.2947 -2.1486 1.1129
H -0.6391 -0.9326 -1.8761
H -1.2172 0.0850 -0.4598
H 0.6940 0.8987 -2.5324
H 0.1575 1.7968 -1.3524
H -1.2390 2.3689 2.7549
H -0.6765 1.5386 1.6433
O -0.9163 2.4616 1.8478

2.
12
Properties=species:S:1:pos:R:3 method="wB97M-V/def2-TZVPD" multiplicity=1 smiles="CC/C=C/F" lumo_ev=1.08 max_force_ha_per_bohr=0.07556
C 1.7890 -0.3731 0.2240
C 0.4938 0.4230 -0.2213
C -0.8633 -0.3020 -0.1631
C -2.0873 0.2788 0.1744
F -3.3560 -0.3258 0.0365
H 2.8648 0.0812 0.0818
H 1.7529 -0.5956 1.3623
H 1.5051 -1.3040 -0.4354
H 0.6452 0.5499 -1.2931
H 0.3897 1.5341 0.0823
H -1.0554 -1.3727 -0.4207
H -2.0784 1.4062 0.5723

3.
161
Properties=species:S:1:pos:R:3 method="wB97M-V/def2-TZVPD" charge=+1 multiplicity=1 lumo_ev=-4.14 max_force_ha_per_bohr=0.09742
C -0.3047 -1.1371 -1.7393
C 0.1177 -1.2662 -3.3377
Br -1.4624 -1.4688 -4.6130
C 1.5543 -1.2263 -3.8273
Br 1.8190 -1.3642 -5.8248
P 2.9507 -1.0678 -2.5330
C 4.6082 -0.4106 -3.1822
N 4.5680 0.1897 -4.5694
H -1.2929 -1.7378 -1.4708
H 0.5462 -1.4119 -0.9897
H -0.5323 0.0256 -1.5790
H 2.5981 -0.2623 -1.3681
H 3.1976 -2.4153 -1.9919
H 4.9980 0.4536 -2.4564
H 5.4335 -1.2650 -3.1151
H 3.7163 0.7661 -4.7440
H 4.6833 -0.5698 -5.2758
C 2.9593 3.5527 -4.7639
O 2.7202 2.9823 -3.4821
C 3.8025 3.2155 -2.5745
C 3.4768 4.3529 -1.6008
O 3.3805 5.6078 -2.2834
C 2.0307 5.9993 -2.5056
H 2.0176 3.5515 -5.3211
H 3.3207 4.5830 -4.6936
H 3.6871 2.9429 -5.3070
H 4.7328 3.4165 -3.1196
H 3.9419 2.2926 -2.0019
H 4.2958 4.4436 -0.8798
H 2.5565 4.1411 -1.0406
H 1.5915 6.3547 -1.5692
H 1.4266 5.1784 -2.9124
H 2.0267 6.8213 -3.2266
C 4.4278 4.9535 5.0790
O 3.1038 5.3950 4.7999
C 3.0489 6.2556 3.6573
C 2.5482 5.5049 2.4189
O 3.4884 4.5093 2.0010
C 3.1062 3.2008 2.4088
H 4.3705 4.1275 5.7943
H 4.9406 4.5999 4.1795
H 4.9987 5.7690 5.5323
H 4.0252 6.7191 3.4702
H 2.3383 7.0543 3.8946
H 2.4485 6.2167 1.5929
H 1.5614 5.0589 2.6003
H 2.2871 2.8432 1.7786
H 2.8051 3.1709 3.4637
H 3.9642 2.5362 2.2757
C -0.6494 2.7946 1.3007
O -0.8124 4.1529 1.6929
C -1.8654 4.8026 0.9727
C -3.1385 4.9037 1.8193
O -3.6986 3.6101 2.0697
C -3.3935 3.1332 3.3751
H -0.0119 2.2983 2.0386
H -1.6049 2.2636 1.2533
H -0.1546 2.7509 0.3261
H -2.0624 4.2907 0.0229
H -1.5159 5.8144 0.7423
H -3.8879 5.4734 1.2602
H -2.9449 5.4346 2.7607
H -4.0079 3.6583 4.1118
H -2.3310 3.2572 3.6198
H -3.6352 2.0676 3.4157
C 0.3934 -2.5072 4.0068
O 0.9454 -1.3423 4.6101
C 0.4829 -0.1387 3.9882
C -0.6150 0.5315 4.8208
O -1.8028 -0.2673 4.8514
C -1.9333 -0.9944 6.0674
H 0.5881 -3.3596 4.6648
H -0.6874 -2.4205 3.8603
H 0.8824 -2.6894 3.0455
H 0.1385 -0.3351 2.9655
H 1.3412 0.5387 3.9289
H -0.8820 1.4830 4.3496
H -0.2624 0.7465 5.8382
H -2.2407 -0.3179 6.8698
H -1.0006 -1.5018 6.3447
H -2.7110 -1.7510 5.9323
C 3.2433 -4.1242 9.7113
O 1.8549 -4.3409 9.4854
C 1.0352 -3.4742 10.2767
C 0.4998 -2.3031 9.4461
O 1.5585 -1.4288 9.0403
C 1.9452 -1.6407 7.6876
H 3.8031 -4.6320 8.9200
H 3.5010 -3.0610 9.6924
H 3.5303 -4.5561 10.6744
H 1.5821 -3.1161 11.1575
H 0.1875 -4.0716 10.6282
H -0.1809 -1.7131 10.0684
H -0.0652 -2.6627 8.5760
H 1.1932 -1.2132 7.0184
H 2.0825 -2.7058 7.4616
H 2.8952 -1.1265 7.5182
C -7.2807 9.8728 3.5963
O -8.0910 9.4298 2.5134
C -7.4197 9.5397 1.2537
C -6.8877 8.1809 0.7863
O -5.8426 7.7104 1.6444
C -6.3003 6.7237 2.5617
H -7.7463 9.5438 4.5303
H -6.2688 9.4595 3.5476
H -7.2331 10.9656 3.5960
H -6.6146 10.2830 1.3038
H -8.1597 9.8950 0.5290
H -6.4530 8.2981 -0.2117
H -7.6979 7.4431 0.7165
H -6.4434 5.7736 2.0395
H -7.2344 7.0225 3.0542
H -5.5335 6.5876 3.3292
C 1.2389 -5.1121 -5.6445
O 0.8248 -6.3970 -6.0954
C 0.6640 -6.4467 -7.5171
C 1.8628 -7.1241 -8.1893
O 3.0498 -6.3361 -8.0479
C 3.9049 -6.8273 -7.0223
H 1.5716 -5.2037 -4.6061
H 2.0655 -4.7147 -6.2409
H 0.3923 -4.4203 -5.6802
H 0.4968 -5.4429 -7.9265
H -0.2327 -7.0433 -7.7150
H 1.6621 -7.2095 -9.2622
H 2.0165 -8.1367 -7.7935
H 4.4176 -7.7284 -7.3705
H 3.3547 -7.0453 -6.0981
H 4.6547 -6.0615 -6.8054
C -4.8607 2.5974 -0.3300
O -4.8337 2.3961 -1.7386
C -4.8079 1.0079 -2.0875
C -6.1924 0.5182 -2.5247
O -7.1176 0.5370 -1.4322
C -7.9846 1.6642 -1.4783
H -5.1200 3.6429 -0.1376
H -5.6011 1.9592 0.1616
H -3.8691 2.4010 0.0879
H -4.4191 0.4041 -1.2584
H -4.1168 0.9047 -2.9306
H -6.1090 -0.5224 -2.8548
H -6.5717 1.1100 -3.3682
H -8.7408 1.5157 -2.2542
H -7.4367 2.5964 -1.6657
H -8.4888 1.7484 -0.5117
C 4.6590 -13.3232 -6.2357
O 3.2706 -13.5399 -6.4615
C 2.4508 -12.6732 -5.6702
C 1.9155 -11.5021 -6.5008
O 2.9741 -10.6278 -6.9066
C 3.3608 -10.8397 -8.2594
H 5.2188 -13.8310 -7.0269
H 4.9167 -12.2600 -6.2545
H 4.9459 -13.7551 -5.2726
H 2.9977 -12.3151 -4.7894
H 1.6031 -13.2705 -5.3187
H 1.2347 -10.9121 -5.8786
H 1.3505 -11.8617 -7.3709
H 2.6089 -10.4122 -8.9286
H 3.4982 -11.9048 -8.4853
H 4.3108 -10.3255 -8.4287

4.
80
Properties=species:S:1:pos:R:3 method="wB97M-V/def2-TZVPD" multiplicity=1 lumo_ev=-0.24 max_force_ha_per_bohr=0.00108
In -0.4485 0.0182 -0.1014
O -4.3644 1.6484 -1.8432
C -4.2273 2.9326 -1.4672
C -5.2637 3.8050 -1.8083
C -5.1971 5.1384 -1.4644
C -4.0962 5.6364 -0.7683
C -3.0705 4.7785 -0.4315
C -3.1108 3.4231 -0.7710
C -1.9627 2.5471 -0.4476
O -1.9889 1.3317 -0.8851
N -0.9665 3.0694 0.2307
N 0.0718 2.1709 0.3532
C 1.1604 2.6474 0.8282
C 2.4341 1.9524 0.9152
C 3.4763 2.6379 1.5541
C 4.7754 2.1734 1.5663
C 5.0653 1.0094 0.8566
C 4.0625 0.3090 0.2136
C 2.7059 0.7160 0.2671
O 1.7948 -0.0526 -0.2668
H -3.5709 1.1688 -1.5239
H -6.1128 3.3990 -2.3422
H -6.0105 5.7994 -1.7367
H -4.0461 6.6820 -0.4962
H -2.1995 5.1378 0.0988
H 1.1462 3.6945 1.1328
H 3.2408 3.5791 2.0389
H 5.5554 2.7264 2.0701
H 6.0867 0.6539 0.7899
H 4.3027 -0.5701 -0.3748
N 0.0276 -0.3208 2.2097
C -0.6415 -1.6055 2.4847
C -0.6365 -2.0534 3.9406
C 0.7466 -2.2178 4.5725
C 1.5777 -3.4263 4.1204
N 1.8523 -3.5401 2.6842
C 2.5068 -2.6309 1.9615
N 2.5638 -2.7135 0.6382
N 3.1188 -1.6080 2.5727
C -2.0695 -1.5451 1.8872
O -2.9435 -2.2153 2.4036
O -2.1879 -0.7869 0.8531
H 1.0198 -0.3320 2.4187
H -0.4007 0.4332 2.7403
H -0.1399 -2.3426 1.8615
H -1.2038 -2.9839 3.9994
H -1.2032 -1.3280 4.5311
H 0.6253 -2.3452 5.6511
H 1.3130 -1.2889 4.4589
H 1.0515 -4.3413 4.3879
H 2.5278 -3.4515 4.6618
H 1.2854 -4.1846 2.1561
H 1.9898 -3.4041 0.1588
H 2.5657 -1.8145 0.1428
H 3.2048 -1.5886 3.5723
H 3.6969 -0.9818 2.0217
O 1.2713 -4.0994 -4.1909
C 0.8857 -3.0220 -4.8571
O 0.9167 -2.9658 -6.0585
C 0.4182 -1.8561 -4.0483
C 0.0935 -0.6108 -4.5670
Cl 0.1363 -0.0251 -6.1523
N -0.2770 0.1919 -3.5481
N -0.2121 -0.4725 -2.3870
C 0.2026 -1.6965 -2.6655
C 0.3941 -2.5975 -1.4826
O 0.9901 -3.6805 -1.6165
O -0.0310 -2.1494 -0.3833
C -0.5946 1.5903 -3.5827
C -1.7921 2.0059 -4.1367
C -2.0991 3.3568 -4.1168
C -1.2180 4.2637 -3.5425
C -0.0222 3.8271 -2.9908
C 0.3007 2.4789 -3.0141
H 1.1969 -3.9893 -3.2046
H -2.4814 1.2802 -4.5475
H -3.0416 3.6980 -4.5232
H -1.4770 5.3136 -3.5070
H 0.6547 4.5331 -2.5286
H 1.2227 2.1108 -2.5800

5.
45
Properties=species:S:1:pos:R:3 method="wB97M-V/def2-TZVPD" multiplicity=1 smiles="C=CCCC(=O)N1CCC[C@@H](C(=O)c2cccc(OC)c2)C1" lumo_ev=0.78 max_force_ha_per_bohr=0.01277
C -3.8239 -1.4664 -1.7568
C -3.8784 -1.6683 -0.4540
C -2.8753 -2.4688 0.3141
C -1.9091 -1.5766 1.1157
C -0.9833 -0.8449 0.1604
O 0.0297 -1.3970 -0.2403
N -1.3328 0.3856 -0.2782
C -2.4208 1.2167 0.1835
C -1.8738 2.3486 1.0539
C -0.8503 3.1692 0.2711
C 0.2345 2.2784 -0.3422
C 1.1743 1.6772 0.6956
O 0.9330 1.6689 1.8801
C 2.3730 1.0146 0.1221
C 3.1901 1.6116 -0.8307
C 4.2749 0.9102 -1.3306
C 4.5156 -0.3891 -0.9337
C 3.6869 -1.0036 0.0081
O 3.9690 -2.2933 0.3136
C 3.0299 -3.0031 1.0928
C 2.6439 -0.2759 0.5659
C -0.4135 1.1174 -1.1225
H -4.5601 -0.8774 -2.2774
H -3.0361 -1.8889 -2.3586
H -4.6804 -1.2352 0.1318
H -2.2850 -3.0800 -0.3710
H -3.3953 -3.1310 1.0110
H -1.2729 -2.2220 1.7245
H -2.4525 -0.9077 1.7800
H -2.9181 1.6348 -0.7006
H -3.1553 0.6297 0.7282
H -1.3924 1.9249 1.9353
H -2.6936 2.9903 1.3806
H -1.3559 3.7097 -0.5339
H -0.3856 3.9012 0.9337
H 0.8341 2.8603 -1.0477
H 3.0113 2.6261 -1.1536
H 4.9281 1.3770 -2.0530
H 5.3375 -0.9554 -1.3427
H 2.0235 -2.9080 0.6750
H 3.0315 -2.6571 2.1315
H 3.3470 -4.0444 1.0610
H 1.9978 -0.6999 1.3157
H -0.9689 1.5202 -1.9768
H 0.3477 0.4214 -1.4807

6.
86
Properties=species:S:1:pos:R:3 method="wB97M-V/def2-TZVPD" multiplicity=1 lumo_ev=0.08 max_force_ha_per_bohr=0.05184
Hg 1.3686 -1.2147 0.4820
C -2.6576 0.3455 5.7118
C -2.8698 0.2622 4.3984
C -3.5113 1.3132 3.5564
C -2.4685 2.2082 2.8057
C -1.4992 2.9661 3.6815
C -1.5959 3.0941 5.0188
C -2.8009 2.9064 5.8889
C -2.9414 1.5185 6.5791
C 3.2966 -1.4206 -0.5523
H -2.2294 -0.4955 6.2277
H -2.4616 -0.5963 3.8580
H -4.1688 1.9730 4.1237
H -4.1225 0.8432 2.7770
H -1.9035 1.5587 2.0941
H -3.0336 2.9624 2.2197
H -0.6882 3.4540 3.1331
H -0.7422 3.5535 5.5318
H -3.7419 3.2086 5.4229
H -2.6364 3.6227 6.7139
H -2.2618 1.5173 7.4549
H -3.9559 1.4757 7.0283
H 4.0066 -2.0114 0.0587
H 3.6728 -0.4151 -0.7841
H 3.1097 -2.0038 -1.4741
P 0.0062 -2.0896 -1.6847
P 2.2179 0.4195 -2.6031
C -0.4163 -0.5143 -2.4334
C 0.4586 0.3661 -2.9809
C -0.3159 -3.1601 -3.2044
C -1.3304 -2.7758 -4.0970
C -1.6350 -3.5385 -5.2267
C -0.9301 -4.7083 -5.4958
C 0.1084 -5.0905 -4.6386
C 0.4296 -4.3216 -3.5088
C -1.6077 -2.2774 -0.8486
C -2.0834 -1.2552 0.0045
C -2.8377 -1.6033 1.1263
C -3.4016 -2.8830 1.2121
C -3.1623 -3.8091 0.1839
C -2.2149 -3.5360 -0.8027
C 2.7934 0.8170 -4.3436
C 2.4147 -0.0385 -5.4029
C 2.7231 0.2947 -6.7292
C 3.4264 1.4717 -7.0151
C 3.8339 2.3020 -5.9740
C 3.5367 1.9740 -4.6454
C 2.3429 2.0909 -1.8489
C 3.5330 2.4071 -1.1740
C 3.6629 3.6303 -0.5052
C 2.6075 4.5587 -0.5410
C 1.4495 4.2651 -1.2573
C 1.3073 3.0345 -1.9075
H -1.4916 -0.3524 -2.5797
H 0.1045 1.1309 -3.6941
H -1.8929 -1.8609 -3.9331
H -2.4359 -3.2095 -5.8913
H -1.1899 -5.3156 -6.3641
H 0.6675 -6.0034 -4.8587
H 1.2601 -4.6286 -2.8666
H -1.8179 -0.2057 -0.1589
H -2.9619 -0.8668 1.9294
H -4.0192 -3.1518 2.0726
H -3.6828 -4.7648 0.1779
H -1.9242 -4.3005 -1.5302
H 1.8512 -0.9539 -5.1934
H 2.4191 -0.3641 -7.5426
H 3.6625 1.7267 -8.0476
H 4.3924 3.2159 -6.1914
H 3.8604 2.6461 -3.8525
H 4.3621 1.6991 -1.1607
H 4.5742 3.8557 0.0467
H 2.6970 5.5051 0.0092
H 0.6322 4.9920 -1.3038
H 0.3931 2.8115 -2.4451
C 0.6597 -0.6137 5.4959
C 0.8391 -1.8865 4.9396
C 1.1136 -2.0477 3.5640
C 1.1346 -0.9491 2.7000
C 1.1238 0.3236 3.2676
C 0.7966 0.4887 4.6521
H 0.5179 -0.4779 6.5907
H 0.8383 -2.7561 5.6234
H 1.3363 -3.0354 3.1795
H 1.3856 1.1939 2.6890
H 0.7135 1.4990 5.0620